Molecular formula: C3H7IN
Method: DFT, ωB97M-V with the def2-TZVPD basis set

Results
E_HOMO   -12.6299 eV
M   184.00 g/mol
Electronic energy   -12806.5944 eV
Relative energy (zero: lowest compared OMol25 entry of this formula, charge and spin)   43.69 kcal/mol
LUMO energy   -4.06 eV
Frontier orbital gap   8.57 eV

Geometry as ORCA input:
```
! wB97M-V def2-TZVPD RIJCOSX def2/J DEFGRID3
* xyz 1 1
I 3.84 -0.22 -0.12
N -1.53 -0.71 -0.32
C 1.83 0.52 -0.22
C 0.82 -0.09 0.46
C -0.61 0.42 0.25
H -0.85 0.88 1.25
H -1.70 -0.57 -1.30
H -1.27 -1.54 0.17
H 1.82 1.21 -1.04
H 0.86 -0.75 1.31
H -2.47 -0.43 -0.05
H -0.75 1.29 -0.39
*
```

Atom charges from the Mulliken analysis, given in e for atoms 1 to 6: number 1, I, carries 0.128; number 2, N, carries -0.277; number 3, C, carries -0.605; number 4, C, carries -0.162; number 5, C, carries -0.621; number 6, H, carries 0.304

Molecular formula: C3H7IN
Method: DFT, ωB97M-V with the def2-TZVPD basis set

Results
E_HOMO (spin up / spin down)   -12.5605 / -13.4963 eV
M   184.00 g/mol
Electronic energy   -12801.6025 eV
Relative energy (zero: lowest compared OMol25 entry of this formula, charge and spin)   53.44 kcal/mol
LUMO energy (spin up / spin down)   -4.74 / -9.41 eV
Frontier orbital gap (spin up / spin down)   7.82 / 4.08 eV

Geometry as ORCA input:
```
! wB97M-V def2-TZVPD RIJCOSX def2/J DEFGRID3
* xyz 1 3
I 2.05 -2.95 -0.55
N 0.07 -0.35 0.82
C -0.51 0.93 0.57
C -1.03 -0.29 -0.17
C 2.46 -1.13 0.35
H -1.98 -0.76 0.26
H -0.02 1.73 0.13
H 2.52 -0.34 -0.39
H 2.68 -0.98 1.47
H -1.01 1.47 1.32
H -0.64 -0.50 -1.22
H -0.27 -0.71 1.73
*
```

Atom charges from the Mulliken analysis, given in e for atoms 1 to 6: number 1, I, carries 0.733; number 2, N, carries -0.292; number 3, C, carries -0.503; number 4, C, carries -0.255; number 5, C, carries -0.628; number 6, H, carries 0.237

Molecular formula: C3H7IN3
Method: DFT, ωB97M-V with the def2-TZVPD basis set

Results
E_HOMO   -13.1438 eV
M   212.01 g/mol
Electronic energy   -15785.5040 eV
Relative energy (zero: lowest compared OMol25 entry of this formula, charge and spin)   64.32 kcal/mol
LUMO energy   -5.07 eV
Frontier orbital gap   8.07 eV

Geometry as ORCA input:
```
! wB97M-V def2-TZVPD RIJCOSX def2/J DEFGRID3
* xyz 1 1
I -3.43 -0.01 0.37
N 0.07 -1.88 1.09
N 0.80 1.30 -0.07
N 0.68 -0.88 -1.06
C 0.61 0.45 -0.93
C 0.70 -1.83 0.06
C 1.20 2.24 0.64
H 0.24 1.02 -1.96
H -0.66 -1.32 1.42
H -4.95 -0.56 0.81
H 1.49 -2.65 -0.07
H 0.71 -1.12 -2.05
H 0.32 2.81 0.99
H 2.24 2.43 0.76
*
```

Atom charges from the Mulliken analysis, given in e for atoms 1 to 6: number 1, I, carries -0.108; number 2, N, carries -0.331; number 3, N, carries 0.069; number 4, N, carries -0.133; number 5, C, carries -0.042; number 6, C, carries -0.069

Molecular formula: C3H7IN3
Method: DFT, ωB97M-V with the def2-TZVPD basis set

Results
E_HOMO (spin up / spin down)   -11.8237 / -14.8419 eV
M   212.01 g/mol
Electronic energy   -15783.9149 eV
Relative energy (zero: lowest compared OMol25 entry of this formula, charge and spin)   20.61 kcal/mol
LUMO energy (spin up / spin down)   -3.43 / -8.00 eV
Frontier orbital gap (spin up / spin down)   8.39 / 6.84 eV

Geometry as ORCA input:
```
! wB97M-V def2-TZVPD RIJCOSX def2/J DEFGRID3
* xyz 1 3
I 1.53 1.92 -1.99
N -1.58 0.94 0.59
N 0.55 0.68 0.42
N 0.13 1.32 -0.65
C -1.18 1.47 -0.56
C -0.49 0.46 1.19
C 1.18 -1.87 -0.17
H -1.88 2.02 -1.31
H 1.64 -2.70 -0.63
H 1.70 -0.92 -0.32
H 0.20 -1.86 -0.53
H -2.55 0.70 0.98
H -0.45 -0.23 2.00
H 1.20 -1.94 0.95
*
```

Atom charges from the Mulliken analysis, given in e for atoms 1 to 6: number 1, I, carries 0.501; number 2, N, carries -0.104; number 3, N, carries -0.458; number 4, N, carries 0.056; number 5, C, carries -0.045; number 6, C, carries -0.094

Molecular formula: C3H7INO
Method: DFT, ωB97M-V with the def2-TZVPD basis set

Results
E_HOMO   -13.4093 eV
M   200.00 g/mol
Electronic energy   -14851.6042 eV
Relative energy (zero: lowest compared OMol25 entry of this formula, charge and spin)   87.50 kcal/mol
LUMO energy   -3.48 eV
Frontier orbital gap   9.93 eV

Geometry as ORCA input:
```
! wB97M-V def2-TZVPD RIJCOSX def2/J DEFGRID3
* xyz 1 1
I -2.67 0.03 0.19
O 1.45 0.51 0.10
N -0.08 -1.56 0.24
C -0.92 -0.67 -0.67
C 0.68 1.59 0.69
C 0.38 0.94 -0.63
H 0.48 -2.40 -0.10
H -1.10 -0.90 -1.80
H 0.26 1.44 -1.58
H -0.71 -2.10 0.88
H 1.30 2.54 0.64
H 0.83 -0.95 0.51
H 0.11 1.52 1.51
*
```

Atom charges from the Mulliken analysis, given in e for atoms 1 to 6: number 1, I, carries 0.248; number 2, O, carries -0.470; number 3, N, carries -0.406; number 4, C, carries -0.624; number 5, C, carries -0.228; number 6, C, carries 0.000

Molecular formula: C3H7INO2S
Method: DFT, ωB97M-V with the def2-TZVPD basis set

Results
E_HOMO   -14.6840 eV
M   248.07 g/mol
Electronic energy   -27734.0849 eV
Relative energy (zero: lowest compared OMol25 entry of this formula, charge and spin)   26.93 kcal/mol
LUMO energy   -6.34 eV
Frontier orbital gap   8.34 eV

Geometry as ORCA input:
```
! wB97M-V def2-TZVPD RIJCOSX def2/J DEFGRID3
* xyz 1 1
I -0.91 2.75 -0.16
S -1.66 -0.13 -0.45
O -2.86 0.40 0.14
O -1.49 -1.38 -1.04
N -0.71 0.97 -1.03
C 0.57 0.44 -1.14
C 1.16 -0.11 0.31
C 0.28 -0.90 1.20
H 1.33 1.21 -1.35
H 1.57 0.82 0.80
H -0.74 -0.50 1.37
H 0.28 -1.89 0.95
H 0.58 -0.27 -1.96
H 2.04 -0.65 0.05
H 0.56 -0.76 2.32
*
```

Atom charges from the Mulliken analysis, given in e for atoms 1 to 6: number 1, I, carries 0.418; number 2, S, carries 1.078; number 3, O, carries -0.435; number 4, O, carries -0.375; number 5, N, carries -0.201; number 6, C, carries -0.691